Record 1
Below is C16H18N2OTl as an isolated structure, with properties calculated with ωB97M-V with the def2-TZVPD basis set.

## Properties
- E: -26603.922 eV
- E_HOMO (spin up / spin down): -0.1492 / -0.0637 Ha
- Lowest unoccupied orbital energy (spin up / spin down): 2.65 / 2.63 eV
- Orbital gap (spin up / spin down): 6.7 / 4.4 eV
- 2S+1: 1
- Total charge: -1

Geometry as XYZ:
```
38
Properties=species:S:1:pos:R:3:forces:R:3
H -1.20292 0.03523 3.40884 -0.004 -0.024 -0.053
H 0.25544 2.28247 -2.81087 0.241 0.098 0.120
H -2.64789 0.11056 -2.88709 -0.025 -0.005 0.029
C 1.57320 2.19504 1.97003 0.006 -0.140 -0.014
H -1.93854 0.95463 -1.48292 -0.074 0.019 -0.006
C 1.32660 -2.94496 -1.91774 -0.008 0.083 -0.191
C -0.37078 0.62988 3.05110 -0.080 0.006 0.069
C 0.47634 -3.48533 -0.96515 -0.042 -0.008 0.074
H 0.61149 -0.14644 -4.78226 -0.014 0.005 -0.021
H -1.40739 -3.26380 0.03176 -0.007 0.010 0.002
C -0.38643 0.14696 -4.45532 0.078 0.051 0.060
H 2.25388 -3.44560 -2.16776 0.018 0.001 0.023
C 0.25584 1.46028 5.37043 -0.035 -0.035 0.015
C -0.10048 0.63838 1.71230 0.079 -0.092 -0.165
H -2.02574 1.76156 -3.04390 0.011 -0.007 -0.022
C -0.72334 -2.84661 -0.69714 0.050 -0.075 -0.022
C -1.05521 -1.66693 -1.35169 -0.010 0.105 0.080
O 0.88087 2.21239 6.13472 -0.007 -0.007 -0.005
N 0.87744 1.37291 1.12645 0.136 0.100 0.007
H -2.00386 -1.20159 -1.12151 0.042 0.040 0.038
H -0.61304 1.11248 -4.91135 -0.003 0.001 -0.024
C 0.40126 1.43474 3.94721 0.061 0.066 -0.042
H 1.96199 2.92846 3.93689 0.049 0.002 -0.060
C 1.38389 2.25683 3.31605 -0.055 0.082 0.099
H -0.67719 0.02083 1.02815 -0.033 -0.024 0.065
H -0.56385 0.46402 6.91785 0.070 0.026 0.011
H -0.83177 -0.28990 5.43686 0.028 -0.024 -0.007
C -0.45572 0.28489 -2.92118 -0.072 0.119 0.252
C -1.86073 0.79810 -2.55960 0.073 -0.028 -0.026
H 0.74574 -4.39365 -0.44142 -0.010 -0.010 -0.003
H 2.33128 2.80757 1.48830 0.023 0.027 0.083
H 1.64106 -1.39016 -3.34936 0.108 0.126 0.131
Tl 2.32752 0.71297 -0.86617 -0.344 0.201 -0.147
H -1.10372 -0.59350 -4.82360 -0.015 0.000 0.013
C -0.19164 -1.07406 -2.26939 0.148 -0.124 -0.182
C 0.56366 1.30721 -2.40737 -0.114 -0.519 -0.213
C 0.99017 -1.76619 -2.57013 -0.160 -0.059 0.045
N -0.69739 0.58033 5.92599 -0.107 0.012 -0.018
```
Positions in Å, forces in eV/Å.



Record 2
Below is the molecule C16H18N4O3 in a non-equilibrium geometry, with properties calculated with ωB97M-V with the def2-TZVPD basis set.

## Properties
- E: -28985.611 eV
- ΔE to the lowest compared entry with this formula, charge and spin: 291.5 kJ/mol
- E_HOMO: -0.3097 Ha
- Lowest unoccupied orbital energy: -0.55 eV
- Orbital gap: 7.9 eV
- 2S+1: 1
- SMILES string: CCCCCCn1c(N)c(C#N)c2ccc([N+](=O)[O-])cc2c1=O

Geometry as XYZ:
```
41
Properties=species:S:1:pos:R:3:forces:R:3
C -4.29384 2.16937 0.36668 0.057 -0.166 -0.077
C -5.70881 0.08530 0.82829 -0.085 0.003 -0.331
O 0.29062 2.39637 -0.40812 0.050 0.070 0.032
H -2.76181 0.86185 -1.43433 0.071 0.003 0.017
H 2.42462 -2.89257 0.18022 0.046 -0.090 0.012
C 3.73234 -1.20902 0.20597 0.131 0.202 0.000
C -0.12042 -3.03060 -0.04839 -0.080 -0.118 0.029
C -6.69984 -0.90480 0.22770 0.130 0.078 0.207
H -4.83469 -0.46249 1.18910 0.044 0.025 0.105
C 1.34276 -1.05280 -0.06654 0.101 0.434 -0.022
H -2.96666 0.69300 1.22141 0.049 -0.021 0.039
N -2.29678 -1.41141 -0.46728 -0.028 0.214 -0.059
C 0.05054 -1.64126 -0.15932 -0.296 0.615 -0.050
H -4.68603 2.56734 1.30423 -0.023 0.102 -0.013
H -6.19574 1.69508 -0.49107 -0.027 -0.045 -0.117
C 2.69362 0.96321 -0.05569 0.326 0.013 0.033
O 5.15857 2.02499 0.13941 0.056 0.219 -0.009
C -1.07575 -0.84295 -0.34652 0.422 -0.674 0.018
N 5.11098 0.81485 0.21635 0.538 0.320 0.038
H -1.76761 2.28234 -1.08085 -0.119 -0.224 -0.003
C -2.13274 1.33487 -0.67741 -0.320 0.332 0.125
H -6.98491 -1.65371 0.96236 -0.082 -0.113 0.001
H -4.20762 3.00234 -0.33370 -0.019 0.121 0.037
H -4.90097 0.67431 -1.08377 -0.036 -0.029 -0.124
O 6.07790 0.09538 0.36979 0.197 -0.102 0.028
H -2.35935 -2.40723 -0.33365 -0.051 -0.005 0.020
H 2.76559 2.03883 -0.12075 0.014 0.008 0.002
N -0.30245 -4.16158 0.04534 -0.101 -0.459 0.018
H -7.59876 -0.38970 -0.10231 -0.118 0.010 -0.069
H -6.26659 -1.41502 -0.63086 0.001 -0.075 -0.105
C -2.89596 1.60475 0.62424 -0.109 0.120 -0.136
C -5.29810 1.15383 -0.18506 0.083 0.089 0.370
N -0.95687 0.50677 -0.45381 -0.086 0.030 -0.095
H -6.16334 0.57267 1.69303 0.078 0.013 0.087
C 3.82332 0.18748 0.11980 -1.253 -0.452 -0.106
C 0.26792 1.18591 -0.33887 0.095 0.066 0.003
H -2.32130 2.32443 1.20938 0.073 -0.078 0.028
C 2.51021 -1.81842 0.11497 -0.103 0.113 -0.023
C 1.44735 0.35010 -0.15087 0.355 -0.485 0.072
H -3.13988 -0.87042 -0.40265 0.015 -0.030 0.016
H 4.63763 -1.78014 0.34360 0.007 -0.037 0.004
```
Positions in Å, forces in eV/Å.



Record 3
Below is the molecule C16H18N6O4, with properties calculated with ωB97M-V with the def2-TZVPD basis set.

## Properties
- E: -34013.745 eV
- ΔE to the lowest compared entry with this formula, charge and spin: 3.5 kJ/mol
- E_HOMO: -0.3519 Ha
- Lowest unoccupied orbital energy: 0.49 eV
- Orbital gap: 10.1 eV
- 2S+1: 1
- SMILES string: Cc1nc(CN(C)C(=O)c2coc([C@H](C)NC(=O)[C@@H]3C[C@H]3C#N)n2)no1

Geometry as XYZ:
```
44
Properties=species:S:1:pos:R:3:forces:R:3
C 0.39002 -2.95319 -0.79234 0.041 -0.016 0.025
H 5.23703 -3.42528 2.60174 -0.007 -0.008 -0.012
H 3.46335 -3.45155 2.52031 -0.004 0.009 0.007
C 0.01857 -0.57585 -0.13102 0.101 -0.035 -0.028
N 0.70609 -3.71328 -3.09379 -0.008 -0.060 0.035
O 1.55545 -3.35312 -4.13797 -0.019 -0.003 -0.002
H 5.27527 -1.07863 1.80587 -0.016 0.004 0.000
H 1.77518 1.69490 0.42496 -0.011 0.001 0.004
H -1.60570 -1.93715 -2.35404 0.002 0.008 0.008
C 3.19539 -0.90918 1.49963 0.013 0.048 0.000
H -2.24015 -0.86543 -1.08888 -0.010 0.012 -0.003
O -0.63464 0.45305 -0.21171 -0.003 -0.017 0.005
C 1.06881 -2.93495 -2.12280 0.037 0.021 -0.147
N 6.31201 0.45927 8.71874 -0.009 0.012 -0.028
C 4.36652 -3.01841 2.08940 0.048 -0.004 0.029
H 6.87659 1.13661 5.63138 -0.042 0.015 -0.051
C 2.00739 0.67778 0.67848 -0.010 0.153 0.193
N 2.15566 -1.51035 1.04066 -0.101 0.150 0.154
O 3.18053 0.43097 1.31698 0.042 -0.059 -0.079
H -0.25096 -3.83294 -0.74014 -0.012 0.010 -0.004
H 4.88591 2.46763 4.97644 0.044 -0.048 -0.023
H 2.85323 -1.37511 -5.46596 0.002 -0.002 0.001
C 1.36044 -0.49059 0.51735 -0.011 -0.186 -0.221
H 1.13816 -3.01370 -0.00846 -0.048 -0.034 -0.033
H 4.03507 -2.56747 -4.92655 -0.002 0.000 0.001
H 4.09367 2.11558 6.59054 0.007 -0.047 0.015
C 4.82454 0.32511 5.50325 -0.049 -0.135 -0.084
H 3.63952 -1.49874 4.21584 0.013 0.008 0.035
N -0.43409 -1.76992 -0.60946 -0.058 0.056 0.104
C -1.72650 -1.80125 -1.27617 0.007 -0.016 -0.009
H 3.88899 -1.01814 -4.06693 0.003 -0.002 -0.006
H 4.40090 -3.30403 1.03960 0.005 -0.006 -0.004
H 4.21054 -0.34391 6.09101 -0.004 0.029 0.024
H -2.31688 -2.63231 -0.88593 0.016 0.005 -0.011
C 2.33613 -2.37769 -3.67266 0.018 0.032 0.056
O 5.86896 0.56724 3.38409 0.034 0.025 -0.004
C 6.17021 0.70402 7.60540 0.018 -0.049 0.089
C 5.97355 1.00397 6.21140 0.114 0.022 0.064
N 4.35275 -1.10499 3.62406 -0.017 0.110 -0.019
N 2.09408 -2.06829 -2.44057 -0.101 -0.080 0.021
C 4.76465 1.78991 5.80926 -0.078 0.219 0.015
C 5.07684 -0.04243 4.07574 -0.086 -0.130 -0.021
C 4.36242 -1.50450 2.22456 0.082 -0.060 -0.051
C 3.34193 -1.79768 -4.58852 0.060 0.046 -0.046
```
Positions in Å, forces in eV/Å.



Record 4
Below is C16H19BN8O3Sr as an isolated structure in a non-equilibrium geometry, with properties calculated with ωB97M-V with the def2-TZVPD basis set.

## Properties
- E: -36473.689 eV
- ΔE to the lowest compared entry with this formula, charge and spin: 0.0 kJ/mol
- E_HOMO (spin up / spin down): -0.4260 / -0.4260 Ha
- Lowest unoccupied orbital energy (spin up / spin down): -2.83 / -5.82 eV
- Orbital gap (spin up / spin down): 8.8 / 5.8 eV
- 2S+1: 2
- Total charge: +1

Geometry as XYZ:
```
48
Properties=species:S:1:pos:R:3:forces:R:3
N 0.90327 1.25212 0.14882 -0.366 0.068 -0.369
H -4.54715 2.20577 2.70368 0.000 0.003 -0.032
C -1.01163 -2.82177 -0.55121 0.184 -0.034 0.115
C 2.00218 1.76319 -0.40547 0.178 -0.011 0.207
C -3.47796 2.01961 -3.50865 -0.052 -0.135 -0.330
N -1.60465 -0.78323 -0.95860 0.373 0.295 0.386
H -4.05397 1.82809 -4.40111 0.008 0.044 0.013
H 3.88003 -2.09267 3.91772 -0.041 0.013 -0.007
N -1.69806 0.77603 1.89787 -0.261 0.133 -0.426
N -2.21717 1.13643 0.68341 0.442 -0.219 -0.095
H 3.63837 -1.67419 -0.35709 -0.023 -0.002 -0.001
H -1.93003 3.51310 -1.06875 -0.025 0.044 -0.053
C 2.26820 -3.18174 1.92105 -0.825 -0.971 0.240
N -0.73935 -1.55762 -0.22755 -0.284 0.204 -0.315
H 5.15806 -1.15459 0.40392 0.035 -0.071 -0.112
H 3.32993 0.07125 1.35902 -0.173 -0.067 -0.145
C -2.03744 -2.89557 -1.48130 -0.094 0.063 -0.043
N -2.33223 1.55503 -1.77171 -0.255 -0.185 -0.349
H 4.76971 -2.88209 0.29048 0.023 0.006 -0.005
C -3.68252 1.78841 2.21955 -0.028 0.031 -0.063
H -2.46354 -3.77353 -1.93254 -0.010 0.016 -0.005
O 2.71272 -4.18470 1.49960 0.543 0.272 -0.186
C -3.40709 1.73599 0.87066 -0.038 -0.025 -0.212
N -2.99641 0.99796 -2.82977 0.163 0.377 0.387
H 2.50066 2.55754 -2.41951 -0.025 -0.005 -0.014
B -1.57524 0.77689 -0.72756 0.203 -0.232 0.288
O 1.30976 -2.64963 2.43854 0.828 -0.401 0.085
H 2.89323 1.91479 0.19109 -0.021 -0.021 -0.010
N -0.05204 1.28589 -0.83041 -0.144 -0.272 0.366
C -2.40780 2.91002 -1.82547 0.090 0.065 -0.028
C -3.12749 3.25750 -2.93804 0.011 -0.027 0.226
C 4.48404 -2.16459 3.01568 0.000 -0.035 -0.194
C 1.80139 2.11167 -1.73504 -0.104 -0.002 -0.058
H -0.14006 1.88797 -2.83470 0.132 0.033 -0.064
C 4.34636 -1.89286 0.44264 0.075 -0.085 0.079
H -3.36956 4.24887 -3.27837 -0.026 -0.021 -0.009
H -0.44791 -3.62599 -0.10064 -0.015 0.000 -0.006
H -2.38186 1.00316 3.85516 -0.051 0.030 0.000
Sr 0.37776 -0.60875 1.75408 -0.510 0.927 0.248
H 5.29493 -1.42969 3.09041 0.069 -0.119 0.126
H -3.12247 -1.13493 -2.35411 0.017 -0.079 0.003
C -2.58269 1.17659 2.80829 0.197 -0.127 0.166
C 0.47949 1.78596 -1.95904 -0.168 -0.023 -0.062
H 4.89842 -3.16454 2.91608 0.064 0.023 0.030
O 2.99457 -0.60638 1.96799 0.316 0.058 -0.024
C 3.72293 -1.77700 1.78783 -0.183 0.345 0.234
C -2.38833 -1.57870 -1.70520 -0.141 0.094 -0.092
H -3.97135 2.07488 0.01828 -0.093 0.025 0.111
```
Positions in Å, forces in eV/Å.